(1)
Formula: C10H8OS2
Source: OMol25
Level of theory: ωB97M-V/def2-TZVPD

For the relative energy (zero: lowest compared OMol25 entry of this formula, charge and spin), the calculation gives 0.783 eV. As for the structure (SMILES): C[C@]12SCC=C1C(=O)c1ccsc12. The calculation puts the highest occupied orbital energy at -9.1507 eV. The value obtained for the HOMO-LUMO gap is 9.3 eV.

ORCA input file:
```
! wB97M-V def2-TZVPD RIJCOSX def2/J DEFGRID3
* xyz 0 1
C 3.250 -0.942 0.264
C 3.276 -1.938 -0.666
C 1.970 -0.430 0.446
C 1.028 -0.989 -0.379
C -1.138 0.562 1.690
C 1.321 0.631 1.305
C -0.089 0.427 0.915
C -2.419 -0.039 0.981
C -0.331 -0.341 -0.348
C -0.414 0.799 -1.463
O 1.794 1.402 2.118
S 1.700 -2.181 -1.371
S -1.806 -1.405 -0.102
H 4.178 -0.749 0.684
H 4.195 -2.455 -0.976
H -1.432 0.968 2.611
H -3.157 -0.330 1.731
H -2.785 0.843 0.463
H -1.094 1.454 -1.081
H -0.830 0.290 -2.389
H 0.477 1.284 -1.731
*
```

(2)
Formula: C10H9BrINS
Source: OMol25
Level of theory: ωB97M-V/def2-TZVPD

For the relative energy (zero: lowest compared OMol25 entry of this formula, charge and spin), the calculation gives 0.006 eV. As for the structure (SMILES): CC1=C(I)c2cc(Br)cnc2CCS1. The calculation puts the highest occupied orbital energy at -8.7158 eV. The value obtained for the HOMO-LUMO gap is 8.8 eV.

ORCA input file:
```
! wB97M-V def2-TZVPD RIJCOSX def2/J DEFGRID3
* xyz 0 1
C 3.033 -0.291 -0.184
C 3.377 1.917 0.685
C 1.732 -0.128 0.197
C 3.910 0.786 0.099
C 1.256 1.101 0.771
C 0.810 -1.242 -0.303
C -0.357 -1.037 -0.994
C -0.199 1.292 1.284
C -1.278 0.922 0.264
C -1.176 -2.127 -1.490
N 2.114 2.035 1.050
S -0.710 0.588 -1.490
Br 5.694 0.800 -0.405
I 1.347 -3.261 0.210
H 3.307 -1.233 -0.610
H 3.995 2.770 0.671
H -0.267 0.562 2.114
H -0.244 2.399 1.488
H -1.868 -0.060 0.340
H -1.969 1.718 0.224
H -1.548 -1.817 -2.455
H -2.121 -2.234 -0.909
H -0.766 -3.071 -1.669
*
```

(3)
Formula: C10H9Cl2P
Source: OMol25
Level of theory: ωB97M-V/def2-TZVPD

For the relative energy (zero: lowest compared OMol25 entry of this formula, charge and spin), the calculation gives 5.583 eV. The calculation puts the highest occupied orbital energy (alpha / beta) at -8.5162 / -9.1702 eV. The value obtained for the HOMO-LUMO gap (alpha / beta) is 7.1 / 8.8 eV.

ORCA input file:
```
! wB97M-V def2-TZVPD RIJCOSX def2/J DEFGRID3
* xyz 0 1
C -3.845 0.607 0.353
C -3.164 0.399 1.523
C -3.298 1.212 -0.775
C -1.830 0.641 1.563
C -1.950 1.695 -0.706
C -1.331 1.242 0.429
C 1.735 -0.409 0.308
C 2.586 -2.339 -0.961
C 3.886 -1.882 -0.128
C 1.624 -1.102 -1.032
P 3.190 -0.567 1.136
Cl 2.246 -0.038 -2.353
Cl -0.113 -1.437 -1.477
H -4.863 0.208 0.436
H -3.648 -0.251 2.355
H -3.800 1.562 -1.753
H -1.140 0.257 2.336
H -1.510 2.052 -1.595
H 3.165 -2.611 -1.827
H 2.002 -3.178 -0.614
H 4.322 -2.651 0.464
H 4.511 -1.267 -0.685
*
```

(4)
Formula: C10H9ClFI
Source: OMol25
Level of theory: ωB97M-V/def2-TZVPD

For the relative energy (zero: lowest compared OMol25 entry of this formula, charge and spin), the calculation gives 2.268 eV. The calculation puts the highest occupied orbital energy (alpha / beta) at -7.7052 / -7.7009 eV. The value obtained for the HOMO-LUMO gap (alpha / beta) is 6.8 / 6.8 eV.

ORCA input file:
```
! wB97M-V def2-TZVPD RIJCOSX def2/J DEFGRID3
* xyz 0 1
C 0.814 -1.631 -3.143
C -0.380 -1.914 -2.296
C 1.729 -0.656 -2.790
C -0.559 -1.065 -1.245
C 1.436 0.227 -1.791
C 0.366 -0.028 -0.877
C 0.007 0.855 0.150
C -1.196 0.913 0.870
C -1.113 1.848 1.948
C -0.420 0.395 3.543
F -1.643 -0.117 3.832
Cl 0.635 -0.745 2.749
I 0.462 1.227 5.322
H 0.957 -2.232 -4.081
H -1.053 -2.655 -2.656
H 2.565 -0.669 -3.462
H -1.277 -1.264 -0.437
H 2.237 0.929 -1.535
H 0.723 1.417 0.693
H -2.079 0.506 0.518
H -0.259 2.536 2.063
H -1.951 2.123 2.627
*
```

(5)
Formula: C10H9F8IO4
Source: OMol25
Level of theory: ωB97M-V/def2-TZVPD

For the relative energy (zero: lowest compared OMol25 entry of this formula, charge and spin), the calculation gives 0.000 eV. As for the structure (SMILES): O=C1O[C@@H](I)[C@H](CCOCC(F)(F)C(F)(F)C(F)(F)C(F)F)O1. The calculation puts the highest occupied orbital energy at -10.3275 eV. The value obtained for the HOMO-LUMO gap is 10.3 eV.

ORCA input file:
```
! wB97M-V def2-TZVPD RIJCOSX def2/J DEFGRID3
* xyz 0 1
O 3.865 -2.527 -2.081
C 3.806 -1.978 -1.098
O 3.841 -2.521 0.180
C 2.734 -1.844 0.752
I 2.173 -2.285 2.762
C 3.070 -0.368 0.371
C 1.709 0.332 0.356
C 1.734 1.781 -0.180
O 0.544 2.456 0.244
C -0.616 2.005 -0.429
C -1.664 1.411 0.504
F -1.227 0.365 1.233
F -2.025 2.347 1.375
C -2.919 0.980 -0.322
F -2.663 0.799 -1.625
F -3.811 1.964 -0.239
C -3.603 -0.316 0.187
F -4.792 -0.348 -0.436
F -3.874 -0.277 1.475
C -2.841 -1.619 -0.231
F -3.468 -2.161 -1.268
F -2.863 -2.515 0.754
O 3.664 -0.625 -0.900
H 1.877 -2.185 0.155
H 3.771 0.061 1.092
H 1.296 0.371 1.365
H 1.064 -0.243 -0.319
H 2.580 2.334 0.238
H 1.840 1.824 -1.273
H -0.322 1.342 -1.250
H -1.085 2.885 -0.896
H -1.794 -1.445 -0.496
*
```

(6)
Formula: C10H9N2O2
Source: OMol25
Level of theory: ωB97M-V/def2-TZVPD

For the relative energy (zero: lowest compared OMol25 entry of this formula, charge and spin), the calculation gives 3.520 eV. As for the structure (SMILES): C=CC1=C(C(=O)[O-])[C@H]1Cc1cn[nH]c1. The calculation puts the highest occupied orbital energy at -4.3076 eV. The value obtained for the HOMO-LUMO gap is 7.7 eV.

ORCA input file:
```
! wB97M-V def2-TZVPD RIJCOSX def2/J DEFGRID3
* xyz -1 1
C -1.545 1.064 2.333
C -0.467 0.425 1.717
C -0.084 -0.544 2.602
C -0.508 1.512 -3.399
C 0.439 0.593 -3.158
C 1.851 -2.144 -0.795
C 0.373 0.743 0.530
C 0.453 -0.161 -1.971
C -0.026 -0.222 -0.591
C 0.864 -1.229 -1.294
N -1.842 0.459 3.457
N -0.950 -0.517 3.638
O 1.913 -3.360 -1.193
O 2.613 -1.536 0.048
H -2.291 1.825 2.042
H -0.680 1.897 -4.516
H -1.118 1.979 -2.707
H 0.903 -0.046 -3.955
H 0.235 1.792 0.058
H 1.440 0.558 0.773
H 0.674 -1.379 2.482
H -1.160 -0.488 -0.408
H -1.085 -1.223 4.305
*
```

(7)
Formula: C10H9N2O5SeTm
Source: OMol25
Level of theory: ωB97M-V/def2-TZVPD

The calculation puts the highest occupied orbital energy (alpha / beta) at -16.4191 / -16.4252 eV. Its expectation value of S² is 2.01. The value obtained for the HOMO-LUMO gap (alpha / beta) is 6.2 / 6.3 eV.

ORCA input file:
```
! wB97M-V def2-TZVPD RIJCOSX def2/J DEFGRID3
* xyz 2 3
O 2.534 1.371 -4.977
C 2.209 0.712 -4.073
Tm -0.332 -0.082 -0.196
O 1.739 -1.731 -2.053
C 1.103 -1.158 -1.266
C -0.313 -1.449 1.392
O -0.536 -2.287 2.186
C -1.012 1.480 0.967
O -1.581 2.366 1.443
C 1.714 0.679 0.831
O 2.708 1.155 1.213
H 0.308 1.326 -1.259
C -4.294 1.517 -0.241
N -4.184 0.218 0.502
C -4.903 -0.178 1.673
C -4.586 -1.412 1.957
N -3.638 -1.873 0.971
C -3.075 -3.259 0.914
C -3.370 -0.843 0.080
Se -2.268 -0.884 -1.434
H -4.984 2.144 0.321
H -4.674 1.343 -1.226
H -3.328 2.000 -0.282
H -5.543 0.496 2.108
H -4.886 -2.055 2.696
H -2.577 -3.466 1.851
H -3.899 -3.953 0.788
H -2.387 -3.349 0.095
*
```

(8)
Formula: C10H9N4O2SSe3TeV
Source: OMol25
Level of theory: ωB97M-V/def2-TZVPD

The calculation puts the highest occupied orbital energy (alpha / beta) at -7.1042 / -7.1725 eV. Its expectation value of S² is 2.04. The value obtained for the HOMO-LUMO gap (alpha / beta) is 6.2 / 6.5 eV.

ORCA input file:
```
! wB97M-V def2-TZVPD RIJCOSX def2/J DEFGRID3
* xyz 0 3
V -1.037 2.321 -1.439
N 1.096 -4.411 0.133
C 1.164 -3.103 -0.269
C 0.141 -2.545 -1.048
C 0.228 -1.242 -1.487
C 1.339 -0.477 -1.153
C 2.367 -1.014 -0.383
C 2.280 -2.317 0.053
S 1.452 1.197 -1.629
O 0.436 1.421 -2.700
O 2.797 1.543 -1.932
N 0.809 2.118 -0.473
C 0.226 1.688 0.692
N 0.821 0.960 1.625
C 0.067 0.669 2.685
C -1.249 1.080 2.829
C -1.796 1.810 1.790
N -1.058 2.110 0.729
H 0.212 -4.885 0.079
H 1.718 -4.725 0.855
H -0.717 -3.148 -1.317
H -0.557 -0.823 -2.102
H 3.226 -0.407 -0.132
H 3.079 -2.743 0.647
H 0.549 0.073 3.452
H -1.828 0.826 3.704
H -2.825 2.147 1.775
Se -2.957 0.918 -1.971
Se -4.590 2.044 -0.713
Te -3.594 4.398 -0.275
Se -1.799 4.515 -2.026
*
```

(9)
Formula: C10H9NO2
Source: OMol25
Level of theory: ωB97M-V/def2-TZVPD

For the relative energy (zero: lowest compared OMol25 entry of this formula, charge and spin), the calculation gives 1.998 eV. As for the structure (SMILES): O=C1CO[C@@H]2c3ccccc3N[C@H]12. The calculation puts the highest occupied orbital energy at -8.2473 eV. The value obtained for the HOMO-LUMO gap is 8.9 eV.

ORCA input file:
```
! wB97M-V def2-TZVPD RIJCOSX def2/J DEFGRID3
* xyz 0 1
C 2.763 0.641 -0.371
C 2.851 -0.737 -0.419
C 1.623 1.283 0.115
C 1.719 -1.539 -0.084
C 0.544 0.483 0.533
C 0.568 -0.924 0.367
C -2.416 -0.366 -0.264
C -2.133 0.982 -0.821
C -0.790 0.953 1.020
C -1.569 -0.506 0.971
N -0.603 -1.514 0.791
O -3.135 -1.192 -0.775
O -1.507 1.803 0.138
H 3.412 1.298 -0.910
H 3.687 -1.050 -0.971
H 1.671 2.325 -0.006
H 1.571 -2.505 -0.424
H -1.577 0.630 -1.701
H -2.843 1.657 -1.252
H -0.644 1.458 1.896
H -2.189 -0.870 1.863
H -1.002 -2.310 0.305
*
```

(10)
Formula: C10H9NO3
Source: OMol25
Level of theory: ωB97M-V/def2-TZVPD

For the relative energy (zero: lowest compared OMol25 entry of this formula, charge and spin), the calculation gives 2.639 eV. The calculation puts the highest occupied orbital energy at -8.7975 eV. The value obtained for the HOMO-LUMO gap is 9.0 eV.

ORCA input file:
```
! wB97M-V def2-TZVPD RIJCOSX def2/J DEFGRID3
* xyz 0 1
C 2.274 0.614 -1.038
C 2.545 -0.731 -0.677
C 0.950 0.961 -1.286
C 1.537 -1.557 -0.386
C -0.002 0.033 -0.965
C 0.176 -1.232 -0.408
C -2.138 -1.422 -0.213
C -2.058 1.124 0.159
C -2.094 -0.073 -0.762
C -1.624 0.815 1.546
N -0.887 -2.045 -0.139
O -3.155 -1.972 0.171
O -2.442 2.208 -0.233
O -2.718 0.227 -1.989
H 2.935 1.412 -1.113
H 3.491 -1.149 -0.460
H 0.610 1.773 -1.823
H 1.824 -2.564 -0.158
H -2.475 0.474 2.270
H -1.050 1.544 2.141
H -0.741 0.062 1.661
H -0.731 -3.023 0.278
H -2.908 1.143 -2.014
*
```

(11)
Formula: C10H9NO7P
Source: OMol25
Level of theory: ωB97M-V/def2-TZVPD

For the relative energy (zero: lowest compared OMol25 entry of this formula, charge and spin), the calculation gives 0.000 eV. The calculation puts the highest occupied orbital energy at -4.6599 eV. The value obtained for the HOMO-LUMO gap is 6.9 eV.

ORCA input file:
```
! wB97M-V def2-TZVPD RIJCOSX def2/J DEFGRID3
* xyz -1 1
O 2.038 -0.733 3.440
C 1.641 -0.935 2.335
C 0.330 -0.606 1.726
C -0.577 0.392 2.014
C -1.730 0.438 1.249
C -2.004 -0.526 0.266
C -1.099 -1.535 0.001
C 0.076 -1.541 0.727
C 1.242 -2.439 0.631
O 1.323 -3.534 0.150
N 2.354 -1.789 1.338
P 3.434 -0.852 0.441
O 4.059 0.206 1.234
O 4.461 -1.934 -0.130
O 2.667 -0.279 -0.820
H -0.365 1.120 2.785
H -2.436 1.244 1.404
H -2.912 -0.430 -0.313
H -1.280 -2.277 -0.764
H 5.344 -1.552 -0.045
H 1.955 -0.799 -1.212
C -2.842 3.237 -2.492
C -2.364 1.805 -2.168
O -1.137 1.580 -2.244
O -3.267 0.991 -1.847
H -2.003 3.881 -2.757
H -3.550 3.208 -3.322
H -3.359 3.657 -1.627
*
```

(12)
Formula: C10H9NOS
Source: OMol25
Level of theory: ωB97M-V/def2-TZVPD

For the relative energy (zero: lowest compared OMol25 entry of this formula, charge and spin), the calculation gives 4.158 eV. The calculation puts the highest occupied orbital energy (alpha / beta) at -7.4219 / -7.7945 eV. The value obtained for the HOMO-LUMO gap (alpha / beta) is 7.4 / 7.8 eV.

ORCA input file:
```
! wB97M-V def2-TZVPD RIJCOSX def2/J DEFGRID3
* xyz 0 1
C -3.109 -0.438 0.346
C -2.812 0.772 1.000
C -2.136 -1.182 -0.388
C -1.511 1.164 1.075
C -0.833 -0.670 -0.419
C -0.578 0.472 0.322
C 2.850 -0.001 1.450
C 0.345 -1.136 -1.276
C 1.753 -0.651 -0.815
C 1.796 0.796 -0.298
N 2.424 1.048 0.873
O 1.832 1.684 -1.330
S 2.441 -1.497 0.660
H -4.039 -0.776 0.516
H -3.563 1.306 1.452
H -2.407 -2.089 -0.803
H -1.162 1.897 1.648
H 3.466 0.298 2.361
H 0.497 -2.164 -1.456
H 0.197 -0.639 -2.231
H 2.467 -0.708 -1.730
H 2.081 2.516 -0.957
*
```

(13)
Formula: C10HBrCl28F4O3
Source: OMol25
Level of theory: ωB97M-V/def2-TZVPD

The calculation puts the highest occupied orbital energy at -10.9305 eV. The value obtained for the HOMO-LUMO gap is 9.2 eV.

ORCA input file:
```
! wB97M-V def2-TZVPD RIJCOSX def2/J DEFGRID3
* xyz 0 1
O 2.366 3.428 4.698
C 2.367 4.220 3.715
O 3.273 5.327 3.825
Br 3.688 6.036 2.185
O 1.492 3.997 2.609
C 0.117 4.117 2.972
F -0.648 4.010 1.755
F -0.354 3.038 3.796
C -0.296 5.520 3.642
F -0.903 5.292 4.930
F -1.260 6.229 2.830
H 0.564 6.253 3.804
C 6.557 2.625 3.863
Cl 7.764 3.318 4.968
Cl 7.378 1.943 2.442
Cl 5.656 1.342 4.699
Cl 5.430 3.898 3.344
C -0.916 -0.154 5.175
Cl -1.426 -0.618 6.813
Cl -2.217 0.764 4.389
Cl 0.548 0.849 5.272
Cl -0.570 -1.617 4.226
C -3.921 -1.574 1.544
Cl -2.992 -3.066 1.269
Cl -5.251 -1.476 0.370
Cl -4.586 -1.587 3.192
Cl -2.852 -0.169 1.346
C -6.040 -4.181 -2.975
Cl -5.287 -4.139 -4.584
Cl -7.032 -5.647 -2.822
Cl -4.772 -4.190 -1.733
Cl -7.068 -2.746 -2.763
C -0.364 -4.707 -1.448
Cl -0.877 -5.169 0.190
Cl -1.665 -3.797 -2.243
Cl 1.094 -3.695 -1.348
Cl -0.006 -6.170 -2.392
C -0.957 -2.239 -6.131
Cl -0.294 -1.264 -4.802
Cl -2.552 -2.868 -5.666
Cl -1.121 -1.227 -7.584
Cl 0.138 -3.596 -6.475
C 3.559 -1.261 -8.179
Cl 4.289 -0.265 -9.457
Cl 1.838 -0.851 -8.018
Cl 3.720 -2.980 -8.603
Cl 4.389 -0.951 -6.639
*
```

(14)
Formula: C10HCl8N10Pd
Source: OMol25
Level of theory: ωB97M-V/def2-TZVPD

For the relative energy (zero: lowest compared OMol25 entry of this formula, charge and spin), the calculation gives 1.116 eV. The calculation puts the highest occupied orbital energy (alpha / beta) at -4.9553 / -4.9551 eV. The value obtained for the HOMO-LUMO gap (alpha / beta) is 4.1 / 4.1 eV.

ORCA input file:
```
! wB97M-V def2-TZVPD RIJCOSX def2/J DEFGRID3
* xyz -1 1
Pd 0.247 -0.395 -0.863
Cl 2.576 -0.075 -1.118
C 1.989 1.556 -0.907
C 0.605 1.578 -0.866
C -0.010 2.812 -0.756
Cl -1.728 2.898 -0.701
C 0.760 3.980 -0.705
Cl -0.011 5.513 -0.640
C 2.154 3.909 -0.707
Cl 3.095 5.343 -0.594
C 2.792 2.671 -0.800
Cl 4.502 2.537 -0.770
N -2.162 -0.408 1.746
C -2.525 -0.402 0.428
N -3.775 -0.418 -0.009
N -3.692 -0.377 -1.346
N -2.467 -0.334 -1.724
N -1.693 -0.340 -0.627
C -0.871 -0.407 2.221
N -0.542 -0.349 3.504
N 0.800 -0.369 3.512
N 1.261 -0.434 2.311
N 0.228 -0.474 1.459
H -2.899 -0.416 2.429
Cl 1.393 -5.467 0.571
C 0.140 -4.870 -0.440
Cl -1.394 -5.616 -0.265
Cl 0.848 -5.692 -2.471
C 0.154 -3.514 -0.728
N 0.227 -2.439 -1.145
*
```